The following is a DFT calculation (wB97M-V/def2-TZVPD) of a structure of composition C45H51BrN4O13PRbS2 at a distorted geometry.

```
118
Properties=species:S:1:pos:R:3:lowdin_charge:R:1
Rb -0.624 0.429 1.137 0.75
Br 2.389 -4.604 -2.805 0.74
S 1.599 1.048 4.681 0.99
S 2.357 -2.590 0.638 0.99
P -2.817 -1.049 -2.113 1.14
O -4.409 4.916 1.425 0.02
O 0.930 1.097 3.303 -0.64
O 0.161 3.944 1.526 -0.09
O -3.827 0.964 2.569 0.00
O 1.430 -1.463 1.096 -0.66
O -1.781 -0.178 3.744 -0.04
O -2.515 6.348 5.318 0.01
O -1.902 4.923 6.893 0.01
O 1.061 -1.949 -2.166 -0.10
O -1.551 3.532 0.094 -0.07
O -1.967 0.278 5.932 0.02
O -4.983 2.785 1.049 0.06
O 1.957 -0.056 -2.959 -0.05
N 1.676 2.889 -0.535 0.01
N -2.397 5.195 5.787 -0.38
N -4.455 3.700 1.718 -0.30
N -2.126 0.548 4.728 -0.28
C 3.687 -0.344 -0.111 -0.06
C 5.925 -0.318 -1.100 -0.08
C -3.469 1.977 3.224 -0.31
C 3.273 -0.894 3.487 -0.23
C 4.766 0.365 -0.651 -0.05
C 2.764 -1.185 -5.268 -0.02
C 3.784 -1.728 -0.040 -0.38
C 4.918 3.126 5.443 -0.11
C 0.698 3.927 -0.728 -0.23
C 4.857 4.199 4.549 -0.09
C -3.287 -0.586 -4.998 -0.12
C -1.164 0.140 -3.849 -0.11
C -3.099 -4.740 -0.453 -0.09
C -2.576 2.780 5.445 0.11
C 4.890 -2.403 -0.506 -0.11
C -2.821 -3.383 -0.700 -0.07
C -3.776 3.349 2.945 -0.07
C -2.810 4.139 4.986 -0.14
C -4.198 1.418 -2.085 -0.08
C -4.714 -0.235 -0.245 -0.09
C 2.331 -2.016 -4.189 -0.14
C 2.912 -3.984 -5.494 -0.16
C 3.696 -2.395 3.363 -0.20
C 3.349 -1.759 -6.381 -0.11
C -1.571 -2.315 -4.350 -0.08
C -5.561 -0.650 -2.609 -0.12
C -2.257 -0.978 -3.914 -0.66
C -4.393 -0.112 -1.781 -0.70
C 2.851 2.295 4.575 -0.39
C -3.809 -5.520 -1.367 -0.10
C -3.992 -3.555 -2.817 -0.13
C 3.068 -3.251 2.230 -0.31
C -4.169 -4.929 -2.584 -0.09
C 2.734 3.368 3.699 -0.05
C 2.498 -3.400 -4.296 -0.58
C -2.776 1.836 4.472 -0.08
C 3.877 2.199 5.504 -0.11
C 2.368 -0.615 4.677 -0.32
C 3.356 -3.158 -6.529 -0.11
C 6.000 -1.706 -0.963 -0.10
C -3.403 4.461 3.706 0.13
C -3.292 -2.789 -1.897 -0.38
C 3.727 4.331 3.702 -0.06
C -0.364 3.806 0.381 -0.74
C 1.732 -1.298 -2.998 -0.70
H -4.426 -3.117 -3.703 0.09
H 2.624 -0.100 -5.165 0.12
H 2.893 -0.724 5.634 0.08
H 1.118 4.950 -0.728 0.09
H -5.661 0.314 -0.051 0.09
H 2.786 -0.581 2.546 0.08
H -2.689 -5.170 0.459 0.09
H 4.717 1.466 -0.730 0.11
H 1.814 3.458 3.118 0.09
H 0.267 3.764 -1.743 0.11
H -6.465 -0.018 -2.341 0.09
H 3.405 -2.929 4.292 0.11
H -2.261 -2.760 0.013 0.10
H 2.736 0.150 0.092 0.11
H 3.648 5.215 2.998 0.13
H 5.812 3.015 6.089 0.10
H -3.574 5.472 3.332 0.13
H 4.887 -3.486 -0.578 0.10
H 2.904 -5.061 -5.533 0.07
H -3.800 0.369 -4.779 0.05
H -2.713 -0.366 -5.931 0.08
H 3.768 -4.044 1.916 0.08
H -4.603 -5.507 -3.404 0.09
H 3.760 -1.104 -7.189 0.10
H 3.633 -3.610 -7.490 0.09
H 2.105 2.926 0.363 0.04
H -1.004 -2.129 -5.266 0.08
H 2.277 2.739 -1.323 0.05
H -3.901 1.577 -3.146 0.06
H -2.277 -3.139 -4.497 0.06
H 3.904 1.411 6.286 0.11
H -5.171 1.937 -1.881 0.09
H -3.872 0.185 0.372 0.06
H 6.917 -2.241 -1.225 0.10
H -0.829 -2.595 -3.570 0.08
H -4.021 -1.374 -5.268 0.07
H -2.263 2.405 6.418 0.13
H 6.742 0.265 -1.519 0.09
H 4.217 -0.307 3.626 0.12
H -0.499 0.017 -2.982 0.05
H -5.407 -0.513 -3.685 0.05
H -3.450 1.848 -1.406 0.08
H -4.041 -6.549 -1.107 0.09
H -4.882 -1.289 0.038 0.07
H 2.145 -3.735 2.585 0.08
H -0.512 0.092 -4.744 0.08
H -5.736 -1.704 -2.380 0.06
H 4.781 -2.473 3.293 0.10
H 1.453 -1.235 4.687 0.11
H -1.667 1.136 -3.833 0.08
H 5.647 4.974 4.497 0.10
```

Computed properties:
F_max: 0.074 hartree/bohr
HOMO level: -0.109 hartree
Total charge: -2
E_tot: -6678.1112 Ha
LUMO level: 3.30 eV
Orbital gap: 6.28 eV
Energy relative to the best compared isomer or geometry (same formula, charge and spin): 0.0 kcal per mole